# 1
23
Properties=species:S:1:pos:R:3 method="wB97M-V/def2-TZVPD" gap_ha=0.389 smiles="CCC(N)=O.CCC" total_charge=0 e_homo_ev=-9.772
O 1.1443 -2.4428 2.3464
N 1.0145 -0.3303 3.1870
C 2.1250 0.0944 0.1578
C 2.5508 -0.7447 1.3495
C -2.6181 -0.0956 -0.6706
C 1.4831 -1.2846 2.2758
C -2.1070 0.0730 -2.1161
C -1.5087 1.4657 -2.3942
H 3.2056 -1.5896 1.1324
H -0.7993 1.7821 -1.6214
H 1.4912 0.9550 0.3986
H -1.8339 0.1592 0.0485
H 0.2844 -0.5527 3.8359
H -2.9842 -0.1276 -2.7333
H 3.3423 -0.2428 1.9391
H -1.2925 -0.6087 -2.3638
H -2.1954 2.3088 -2.5253
H 1.3453 -0.4005 -0.4442
H 1.5053 0.5238 2.9723
H -2.7797 -1.1766 -0.5916
H 3.0319 0.2992 -0.4065
H -3.5315 0.4543 -0.4861
H -0.8735 1.4811 -3.2904



# 2
100
Properties=species:S:1:pos:R:3 method="wB97M-V/def2-TZVPD" gap_ha="0.261 / 0.156" total_charge=+3 e_homo_ev="-15.522 / -15.710" s_squared=6.036 multiplicity=5
Os -0.1147 0.6274 -0.5255
Br 3.1599 0.2535 1.1826
N -1.2074 2.5210 -1.5153
N -3.1807 3.4629 -1.8072
N 0.0764 -1.3140 -0.8617
N -4.2264 1.1994 0.1345
N 1.8997 1.1476 -1.1563
N -2.1678 0.4279 0.0271
N 0.0057 0.1789 2.0057
C 4.1470 2.5480 -2.0842
C 2.9757 -3.6658 -1.4984
C 0.2228 -2.2253 1.4239
C 4.1961 1.8273 -0.9053
C -0.9397 3.9449 1.4486
C 0.5809 1.5780 5.3806
C 0.3797 -1.0439 2.2271
C 0.5333 2.4331 2.7327
C 2.9671 2.5198 -2.8192
C -0.2555 -4.7686 0.2542
C -2.2832 4.1942 -2.5148
C 0.3149 3.0667 1.3826
C 0.7451 -2.1878 -4.9290
C 3.0550 1.1639 -0.4742
C -0.2409 -3.6375 -0.5205
C -2.5065 2.4572 -1.2104
C -4.1948 0.0485 0.8608
C 0.1467 1.1008 3.0360
C 2.7254 -2.1636 -1.7055
C -0.5333 -1.8799 -4.4959
C -2.9913 1.4086 -0.3639
C 1.1652 2.7772 5.0449
C 0.0016 0.7436 4.4203
C 0.0052 -2.3402 0.0066
C -0.0407 -1.4273 5.7411
C 1.5027 3.8801 0.8776
C 1.0902 3.2170 3.7283
C -2.9152 -0.4253 0.7837
C 0.0511 -4.6703 1.6107
C -1.9086 -0.9652 4.0860
C -2.9008 -0.2311 -3.4147
C 1.8959 1.7957 -2.3360
C -2.2219 -1.4060 -2.7044
C 0.2810 -1.5852 -2.2383
C -0.8589 -0.3493 5.0062
C 1.7795 -2.2581 -4.0137
C -3.0314 -2.6909 -2.9162
C -1.0628 3.6020 -2.3257
C 1.5799 -1.9701 -2.6696
C 4.0191 -1.5056 -2.2017
C 0.3059 -3.4299 2.1542
C -0.7937 -1.5888 -3.1623
H -2.3066 0.6775 -3.3234
H 1.4749 4.1924 3.4828
H 0.8649 -1.2464 3.1835
H -2.5042 -1.3195 1.2079
H 0.5448 -3.3814 3.2051
H 0.5649 -2.0164 5.0557
H -3.0493 -0.4430 -4.4688
H -5.0616 -0.3364 1.3601
H -5.0397 1.7871 0.0201
H -0.7227 -2.0994 6.2558
H -1.0972 4.4575 0.5019
H 4.7394 -1.4694 -1.3882
H -2.7170 -1.3716 4.6888
H -2.6181 -3.5131 -2.3374
H 3.8398 -0.4956 -2.5668
H -2.2095 -1.2032 -1.6274
H 0.9310 -2.4056 -5.9678
H -2.3250 -0.2113 3.4201
H 3.1997 -4.1596 -2.4401
H 1.5930 3.4136 5.8036
H 1.3649 4.1316 -0.1718
H -1.4213 0.1582 5.8041
H -1.3422 -1.8914 -5.2081
H -0.1162 3.9098 -2.7216
H 5.0087 3.0994 -2.4249
H 1.5839 4.8172 1.4211
H 5.0997 1.7742 -0.3163
H 2.4589 -1.7306 -0.7336
H -0.8184 4.7060 2.2155
H 2.4387 3.3402 0.9956
H 0.9834 1.7237 -2.9135
H -0.4712 -5.7267 -0.1910
H 2.7598 -2.5615 -4.3432
H 0.6217 -0.9858 6.4805
H 0.0980 -5.5555 2.2232
H 0.5227 1.2954 6.4206
H -1.8221 3.3557 1.6957
H 2.8833 3.0485 -3.7543
H 3.8247 -3.8044 -0.8338
H -0.4311 -3.7118 -1.5797
H -4.0571 -2.5347 -2.5920
H -3.8808 -0.0551 -2.9782
H 2.1045 -4.1475 -1.0595
H -1.5121 -1.7871 3.4951
H -4.1725 3.6464 -1.7764
H 4.4683 -2.0820 -3.0046
H -3.0564 -2.9849 -3.9613
H -2.5631 5.0565 -3.0836
H 0.1095 2.2447 0.6444